No. 1
{
  "formula": "H11O5",
  "method": "ωB97M-V/def2-TZVPD",
  "de_lowest_kcal_mol": 17.78,
  "charge": 1,
  "total_energy_ev": -10409.7080,
  "elements": ["O", "H", "H", "O", "H", "H", "O", "H", "H", "O", "H", "H", "O", "H", "H", "H"],
  "positions_angstrom": [[0.9860, 1.3512, -0.7783], [0.4605, 2.0392, -0.3098], [1.3598, 1.6559, -1.6143], [1.5646, -2.2467, 0.0736], [0.9891, -2.9505, 0.3900], [2.3157, -2.5107, -0.4672], [-1.1026, 2.8920, -0.1252], [-1.0152, 3.5508, 0.5766], [-1.9654, 3.0804, -0.5095], [-1.3397, -1.1998, 1.7783], [-0.4628, -1.1640, 2.1673], [-1.8316, -1.9437, 2.1342], [-0.0994, -0.7744, -1.1560], [0.3340, 0.3453, -1.0360], [0.6447, -1.2657, -0.5986], [-0.8376, -0.8594, -0.5251]],
  "forces_ev_per_a": [[0.233, -0.432, 0.004], [-0.261, 0.071, -0.720], [-0.022, 0.568, 0.147], [-0.223, 1.059, 0.343], [0.591, -0.550, -0.304], [-0.189, -0.699, 0.174], [0.129, 0.352, 0.457], [-0.037, -0.059, -0.022], [0.023, -0.157, -0.187], [0.075, 0.331, -0.891], [-0.109, -0.246, 0.429], [0.180, -0.069, 0.264], [0.862, 0.392, 1.279], [-0.300, -0.578, 0.167], [-0.558, -0.102, -0.990], [-0.393, 0.120, -0.149]]
}



No. 2
{
  "formula": "CH2O2",
  "method": "ωB97M-V/def2-TZVPD",
  "de_lowest_kcal_mol": 1.98,
  "total_energy_ev": -5164.3284,
  "smiles": "O=CO",
  "elements": ["O", "O", "C", "H", "H"],
  "positions_angstrom": [[-0.6150, 0.5140, 1.0541], [0.4474, -0.7577, -0.5078], [-0.1188, 0.3947, -0.0641], [0.3860, -1.3621, 0.2417], [-0.0997, 1.2111, -0.7239]],
  "forces_ev_per_a": [[0.980, -0.427, -2.105], [-0.382, 1.273, -0.010], [-0.833, -1.407, 3.405], [-0.021, -0.285, 0.154], [0.257, 0.845, -1.443]]
}



No. 3
{
  "formula": "C56H96O28",
  "method": "ωB97M-V/def2-TZVPD",
  "de_lowest_kcal_mol": 0.00,
  "total_energy_ev": -116956.1786,
  "elements": ["C", "O", "C", "C", "O", "C", "H", "H", "H", "H", "H", "H", "H", "H", "H", "H", "C", "O", "C", "C", "O", "C", "H", "H", "H", "H", "H", "H", "H", "H", "H", "H", "C", "O", "C", "C", "O", "C", "H", "H", "H", "H", "H", "H", "H", "H", "H", "H", "O", "C", "O", "C", "C", "C", "H", "H", "H", "H", "H", "H", "O", "C", "O", "C", "C", "C", "H", "H", "H", "H", "H", "H", "O", "C", "O", "C", "C", "C", "H", "H", "H", "H", "H", "H", "O", "C", "O", "C", "C", "C", "H", "H", "H", "H", "H", "H", "O", "C", "O", "C", "C", "C", "H", "H", "H", "H", "H", "H", "O", "C", "O", "C", "C", "C", "H", "H", "H", "H", "H", "H", "O", "C", "O", "C", "C", "C", "H", "H", "H", "H", "H", "H", "O", "C", "O", "C", "C", "C", "H", "H", "H", "H", "H", "H", "O", "C", "O", "C", "C", "C", "H", "H", "H", "H", "H", "H", "O", "C", "O", "C", "C", "C", "H", "H", "H", "H", "H", "H", "O", "C", "O", "C", "C", "C", "H", "H", "H", "H", "H", "H"],
  "positions_angstrom": [[-5.8740, 3.9647, 3.5133], [-6.0226, 2.6575, 3.0390], [-6.2513, 1.6412, 3.9897], [-5.9889, 0.2725, 3.2875], [-4.6904, 0.0781, 2.8926], [-4.3618, 0.6430, 1.5298], [-4.9642, 4.4476, 3.0902], [-5.7907, 3.9751, 4.5619], [-6.6334, 4.5563, 3.2013], [-7.2801, 1.7631, 4.2392], [-5.5893, 1.7618, 4.8798], [-6.7285, -0.0030, 2.5176], [-6.1468, -0.4895, 4.0988], [-3.3022, 0.6213, 1.4427], [-4.6640, 1.7624, 1.5153], [-4.8976, 0.0141, 0.8007], [1.8050, -4.5161, 6.7066], [2.8683, -3.8985, 6.0117], [3.5193, -4.5940, 5.0192], [2.8156, -4.8106, 3.6896], [2.5008, -3.6004, 3.0451], [1.6275, -3.8253, 1.8622], [0.8818, -4.4857, 6.1264], [1.6815, -4.0558, 7.6767], [2.1128, -5.5561, 6.8084], [3.7635, -5.6268, 5.3242], [4.4408, -4.0518, 4.8866], [1.8899, -5.4497, 3.9332], [3.4449, -5.4167, 3.1374], [2.0120, -4.6833, 1.3038], [1.7163, -2.8971, 1.2925], [0.6433, -3.9907, 2.1278], [1.9919, 3.4650, 0.7201], [2.6247, 2.7951, -0.3493], [3.6449, 1.7998, 0.0900], [4.3836, 1.4659, -1.1183], [5.2237, 2.4576, -1.6430], [6.3258, 2.7352, -0.8655], [1.2426, 4.1180, 0.3363], [2.6305, 4.0266, 1.3705], [1.4758, 2.7881, 1.4776], [3.1177, 0.9305, 0.4754], [4.3139, 2.2861, 0.8694], [3.6222, 1.2795, -1.8991], [4.9330, 0.5377, -1.0379], [7.0196, 1.8123, -0.7986], [6.0168, 2.9310, 0.1768], [6.7880, 3.6750, -1.2760], [-3.7347, -4.0868, -0.0842], [-3.2793, -3.7825, 1.0198], [-3.5341, -2.5854, 1.6443], [-2.6260, -2.4550, 2.7280], [-2.4324, -3.8554, 3.2995], [-2.4159, -4.6455, 1.9756], [-3.0946, -1.7216, 3.4627], [-1.6701, -2.0482, 2.4910], [-3.2213, -4.1087, 4.0381], [-1.5179, -3.9553, 3.8011], [-2.8896, -5.6548, 1.9880], [-1.3969, -4.7495, 1.6232], [0.9452, -0.5135, 2.5372], [1.7995, -0.3517, 3.4204], [2.8966, 0.3445, 3.2276], [3.5059, 0.5758, 4.5341], [3.1359, -0.6004, 5.3658], [1.7143, -0.9210, 4.8141], [3.0723, 1.4403, 4.9984], [4.5945, 0.7143, 4.3694], [3.1038, -0.4957, 6.4386], [3.8217, -1.4217, 5.0626], [1.0288, -0.2966, 5.4210], [1.4176, -1.9492, 4.7033], [-1.2546, 3.6714, -0.2963], [-2.3624, 4.0487, -0.6042], [-3.2774, 4.1788, 0.4075], [-4.5288, 4.6020, -0.1630], [-4.2560, 5.0425, -1.6199], [-2.9217, 4.3840, -1.9860], [-5.0361, 5.3437, 0.3869], [-5.1727, 3.7247, -0.2814], [-4.0397, 6.1494, -1.5797], [-5.0631, 4.7925, -2.3268], [-2.2484, 5.1040, -2.5399], [-3.0008, 3.5224, -2.6443], [3.3552, -2.7043, -2.2830], [3.3955, -2.0695, -3.3194], [3.4485, -0.7617, -3.3087], [3.6603, -0.2472, -4.6636], [3.2994, -1.4546, -5.5861], [3.6130, -2.6277, -4.6886], [4.7210, -0.0220, -4.7203], [3.1056, 0.7291, -4.7770], [3.8183, -1.5062, -6.5100], [2.2012, -1.4770, -5.7467], [4.6239, -3.0034, -4.7821], [2.9821, -3.4839, -4.7727], [1.4516, 2.6815, 4.9799], [0.3749, 2.5391, 4.4758], [-0.2563, 1.3035, 4.5178], [-1.3969, 1.2257, 3.6331], [-1.6995, 2.7164, 3.1754], [-0.5399, 3.5547, 3.7071], [-2.2263, 0.7867, 4.1863], [-1.1341, 0.6476, 2.7774], [-2.6267, 2.9789, 3.6542], [-1.7146, 2.7701, 2.0764], [-0.9723, 4.1995, 4.4658], [0.1058, 4.0055, 2.9363], [-1.4487, 4.7881, -6.3567], [-1.3841, 3.5865, -6.2209], [-1.9863, 2.9954, -5.1059], [-1.6531, 1.5839, -5.0692], [-1.3341, 1.1762, -6.5055], [-0.9396, 2.5253, -7.2378], [-2.5335, 1.0592, -4.5973], [-0.7872, 1.4014, -4.4553], [-2.3017, 0.7854, -6.9165], [-0.6170, 0.3648, -6.5218], [-1.4259, 2.7683, -8.1341], [0.1025, 2.5013, -7.3873], [1.2107, 2.6608, -4.9722], [1.4958, 3.5831, -4.2047], [2.7289, 3.9331, -3.9391], [2.8341, 5.0929, -3.0954], [1.3894, 5.5597, -2.7969], [0.5253, 4.4868, -3.4521], [3.3589, 5.8521, -3.5939], [3.3526, 4.7873, -2.2360], [1.1553, 6.5302, -3.2503], [1.2340, 5.6418, -1.7044], [-0.2625, 4.8056, -4.0991], [-0.0985, 3.8932, -2.6962], [-0.0054, -1.9942, -4.5085], [-0.6276, -2.9141, -3.9500], [-1.8484, -2.7372, -3.4809], [-2.2979, -3.9418, -2.8716], [-1.3830, -5.0649, -3.3507], [-0.1012, -4.2522, -3.5413], [-3.3696, -4.1469, -3.1271], [-2.2833, -3.8834, -1.7895], [-1.7334, -5.4352, -4.3189], [-1.2780, -5.7535, -2.4835], [0.7263, -4.6902, -4.1891], [0.4649, -3.9942, -2.6398], [-0.6176, -2.8723, 0.0354], [-0.3631, -1.7131, -0.2934], [-1.0865, -0.6953, 0.2070], [-0.4949, 0.5755, -0.2107], [0.3193, 0.2860, -1.4495], [0.6571, -1.2286, -1.3166], [0.1481, 0.9468, 0.6141], [-1.2971, 1.3567, -0.3607], [1.1498, 1.0014, -1.5507], [-0.2906, 0.3393, -2.3796], [1.6037, -1.5023, -0.8465], [0.7317, -1.6461, -2.3036], [-4.5871, 1.3947, -1.7890], [-5.0004, 0.2971, -1.8532], [-6.3567, -0.0423, -1.7883], [-6.5125, -1.4509, -1.9065], [-5.1648, -2.0603, -2.3427], [-4.1684, -0.9509, -1.9374], [-7.4154, -1.6055, -2.5292], [-6.6710, -1.8712, -0.8890], [-5.1587, -2.4325, -3.4276], [-5.0887, -2.9226, -1.7071], [-3.3411, -0.8010, -2.6330], [-3.8410, -1.0169, -0.9424], [7.4918, -3.8784, 2.8955], [6.9119, -3.1384, 2.1624], [7.2342, -1.8205, 2.1018], [6.3174, -1.0723, 1.2561], [5.3685, -2.0859, 0.5400], [5.7757, -3.4497, 1.2479], [6.9184, -0.5272, 0.5865], [5.7557, -0.5208, 1.9362], [5.4378, -2.1863, -0.5454], [4.2946, -1.7931, 0.7640], [6.0383, -4.2215, 0.5172], [4.8796, -3.7787, 1.7978]],
  "forces_ev_per_a": [[2.825, -1.100, -0.465], [0.668, 0.015, -0.803], [0.858, -0.290, -1.095], [-1.176, -0.407, 2.095], [1.682, 0.919, -2.087], [-1.965, 1.248, 1.977], [-0.186, -0.557, 0.221], [0.071, 0.169, 1.528], [-2.806, 1.785, -0.801], [-1.000, -0.524, 0.877], [-0.351, -0.166, -0.512], [0.149, 0.577, -0.074], [-0.048, 0.509, -0.517], [0.834, -0.502, -0.201], [0.223, -2.067, -0.217], [0.323, 0.454, 0.128], [0.697, -0.763, -1.079], [-0.652, 1.429, 0.875], [0.235, -0.861, -0.594], [-2.627, 0.711, 2.209], [-0.988, -0.577, -1.013], [3.442, 0.919, 0.457], [-0.211, 0.088, 0.085], [0.021, 0.207, 0.087], [-0.393, -0.384, 0.446], [0.141, 0.116, 0.315], [0.504, 0.118, -0.301], [0.783, 0.898, -0.543], [1.427, -1.313, -1.587], [-0.007, 0.134, -0.141], [-0.146, -0.341, -0.007], [-2.068, -0.277, 0.816], [-0.685, -1.542, 1.180], [0.871, -0.647, 0.967], [-1.027, 2.468, 1.142], [-0.270, -0.745, -2.137], [-0.645, 0.411, -0.685], [1.210, -0.234, 0.863], [-0.557, 0.396, -0.532], [1.076, 0.570, 0.078], [0.379, 0.147, -1.110], [0.069, -0.109, 0.345], [-0.999, -0.689, -0.563], [0.402, 0.070, 0.238], [0.321, -0.522, 0.361], [-0.531, 1.468, -0.345], [0.334, 0.189, -0.203], [-0.048, -1.225, 0.403], [0.784, 0.773, 2.529], [-0.230, -0.234, -1.013], [0.426, -0.943, -1.415], [-1.141, 1.069, 2.869], [-1.494, -0.084, -0.766], [-1.441, -0.616, 0.021], [0.417, -1.007, -0.973], [0.647, 0.411, -1.014], [0.183, -0.104, -0.782], [1.411, 0.011, 0.737], [0.427, 0.667, 0.139], [0.021, 0.107, -0.393], [1.763, 0.235, 1.105], [-2.936, -0.999, -1.300], [0.680, 0.711, 0.369], [1.241, 0.610, 0.037], [-0.159, -2.652, -1.136], [0.850, 1.431, 0.425], [-0.012, 0.683, -0.365], [-0.710, -0.114, 0.066], [0.374, 0.330, 0.194], [-0.426, 0.187, 0.619], [-0.064, -0.685, -0.657], [-0.001, -0.378, 0.425], [-0.297, 0.305, -0.641], [0.848, -0.711, 0.787], [-0.245, 0.750, -1.290], [-0.400, -1.898, -2.158], [0.737, 1.481, 0.186], [0.361, 1.084, 0.139], [-0.140, 0.842, 1.019], [0.022, -0.077, 0.648], [-0.637, -0.947, -0.409], [0.260, 0.297, 0.497], [-0.550, -0.827, 0.821], [-0.029, -0.327, 0.341], [-0.428, 0.174, -0.503], [1.291, -1.560, 1.530], [-0.472, 1.446, -0.702], [-0.231, 0.294, -0.257], [-1.492, 0.529, 1.063], [-0.184, 0.174, 0.114], [0.218, 0.074, -0.093], [0.245, -1.317, 0.035], [0.443, 0.340, -0.823], [0.619, 0.257, -0.150], [0.428, 0.124, 0.166], [-0.585, -0.536, -0.398], [-0.509, 0.472, -0.068], [-1.355, -0.822, -0.481], [0.226, 1.159, -0.203], [0.043, 1.842, 0.303], [0.802, -1.441, -0.260], [0.683, -1.495, 0.665], [0.082, -0.024, -0.108], [0.280, -0.767, -0.406], [-0.457, 0.479, -0.330], [-0.497, 0.027, 0.484], [0.666, 0.729, -0.119], [-0.590, 0.314, 0.478], [0.492, -1.256, 0.125], [-1.202, 0.509, 0.405], [1.261, -0.027, -0.993], [-0.883, -0.165, 0.361], [-2.014, 0.428, -0.905], [-0.505, -1.247, 3.094], [0.844, 0.494, -0.700], [0.283, 0.313, 0.423], [0.907, 0.237, -0.045], [0.295, 0.141, -0.193], [-0.790, -0.050, -1.300], [1.301, 0.505, -0.114], [0.624, 1.349, 1.216], [-1.810, -1.033, -0.792], [1.107, 0.061, -0.308], [-1.847, -0.308, -0.094], [-0.221, 0.047, 0.258], [-0.748, -1.486, 1.506], [0.941, 0.793, -0.902], [0.697, -0.413, 1.213], [0.315, -0.128, 0.161], [-0.040, -0.091, -0.609], [-0.179, 0.634, -0.775], [1.284, 0.372, -0.775], [-1.305, -1.865, 0.939], [2.363, 2.433, -1.491], [-0.479, 0.223, -0.195], [-1.867, -1.380, 0.293], [0.659, 0.719, 1.210], [1.457, -0.660, -0.958], [0.923, 0.496, -0.053], [0.270, 0.478, 0.111], [0.170, -0.536, 0.425], [-0.246, -0.201, -1.207], [-1.409, 0.676, 0.345], [-0.384, -0.349, 0.515], [0.558, 1.604, -0.475], [-1.365, -1.675, -0.639], [0.683, 0.360, -0.293], [-0.621, 1.216, 0.524], [-0.016, -0.575, -0.799], [0.427, 1.209, 1.307], [-0.313, -0.417, -0.334], [0.673, -1.203, 0.135], [-0.140, -0.466, 0.069], [0.211, 0.279, 0.631], [0.354, 0.479, 0.007], [-0.593, -0.733, -0.084], [0.152, 2.166, 0.177], [-1.500, -2.100, -0.382], [1.507, 1.057, -0.156], [-0.369, -0.447, 0.592], [-0.529, -0.209, -0.966], [-1.192, -0.175, -2.079], [0.712, -0.217, 0.226], [-0.440, 0.436, -0.496], [0.250, 1.001, 1.418], [0.626, -0.547, -0.009], [0.005, -0.070, 0.288], [0.947, -0.775, 1.424], [0.196, -0.428, 0.170], [0.095, 0.626, 0.196], [-0.263, -0.252, -0.448], [0.058, -2.552, -0.383], [-0.398, -0.538, 1.132], [-1.767, 0.898, -1.112], [0.549, 1.024, -0.681], [-0.892, 1.564, 0.816], [0.300, 0.351, 0.186], [1.245, -0.530, -0.242], [0.058, 0.108, 0.286], [0.602, -0.210, 0.114]]
}



No. 4
{
  "formula": "C6H6BNO2",
  "method": "ωB97M-V/def2-TZVPD",
  "de_lowest_kcal_mol": 66.90,
  "total_energy_ev": -12573.9847,
  "smiles": "[O-][N+]1=C=C/C=C\\C=C/BO1",
  "elements": ["B", "C", "C", "C", "C", "C", "C", "N", "O", "O", "H", "H", "H", "H", "H", "H"],
  "positions_angstrom": [[1.3842, -1.6216, 0.9944], [-0.7037, 0.5555, -0.5606], [-0.0405, 1.6645, -0.1729], [-0.4962, -0.8972, -0.7854], [1.2437, 2.0801, 0.4056], [0.2246, -1.8744, -0.1202], [2.3166, 1.3425, 0.2897], [2.6259, 0.1810, -0.1970], [3.0281, -0.3308, -1.1944], [2.4126, -0.8160, 0.9490], [1.4756, -2.3364, 1.9417], [0.2497, -2.8676, -0.6405], [-1.6327, 0.9797, -0.9878], [-0.6460, 2.5091, -0.0904], [-1.0172, -1.3365, -1.6037], [1.3273, 2.9908, 1.0019]],
  "forces_ev_per_a": [[-2.415, -2.050, -0.702], [-0.276, 0.642, -0.842], [0.606, -0.470, 1.180], [1.668, -1.485, 1.478], [0.514, -0.711, 0.381], [0.807, 2.247, -0.966], [1.138, -1.433, -1.175], [-2.013, -0.022, 1.506], [0.763, 0.461, -0.560], [2.122, 1.670, 0.059], [-0.165, -0.088, 0.170], [-0.276, 0.840, 0.803], [0.041, -1.156, 0.320], [-1.332, 1.287, -0.513], [-0.800, 0.343, -0.679], [-0.379, -0.075, -0.460]]
}



No. 5
{
  "formula": "C3H7NP",
  "method": "ωB97M-V/def2-TZVPD",
  "de_lowest_kcal_mol": 20.33,
  "charge": 1,
  "total_energy_ev": -13992.7265,
  "elements": ["C", "C", "C", "N", "P", "H", "H", "H", "H", "H", "H", "H"],
  "positions_angstrom": [[1.6711, 0.0558, 0.0501], [2.8117, 0.6409, 0.0277], [-1.7885, -0.5123, -0.2365], [-2.3115, 0.6206, 0.2621], [0.2866, -0.8639, 0.1316], [3.2947, 0.8229, 0.9766], [3.2618, 1.2308, -0.7206], [-1.9590, -1.4677, 0.2897], [-1.9353, -0.6345, -1.3210], [-1.9082, 1.4667, -0.1543], [-2.2703, 0.7430, 1.3060], [0.8469, -2.1023, -0.6115]],
  "forces_ev_per_a": [[-1.420, -0.516, -0.771], [-0.171, 0.660, 1.666], [0.100, -1.450, -0.264], [0.869, 1.457, 1.958], [2.241, -1.627, -1.486], [0.291, -0.430, 0.447], [0.188, 0.198, -1.422], [-0.629, 0.726, -0.145], [0.687, 0.125, 0.370], [-0.754, -0.308, -0.104], [-0.343, -0.414, -1.441], [-1.058, 1.579, 1.192]]
}



No. 6
{
  "formula": "C6H8S",
  "method": "ωB97M-V/def2-TZVPD",
  "de_lowest_kcal_mol": 67.99,
  "total_energy_ev": -17183.5225,
  "smiles": "C/C=C/[C@H]1CC1=S",
  "elements": ["C", "C", "C", "C", "C", "C", "S", "H", "H", "H", "H", "H", "H", "H", "H"],
  "positions_angstrom": [[0.8527, 1.1303, -0.6205], [-0.5454, 0.5046, -0.5330], [2.0174, 0.3083, -0.3892], [1.6296, 1.2315, 0.6528], [-0.7347, -0.6695, 0.1922], [-2.0164, -1.3229, 0.2849], [3.0606, -0.8282, -0.8174], [0.7911, 1.9466, -1.3682], [-1.4023, 1.0121, -0.9814], [2.0479, 2.1095, 0.9172], [1.1436, 0.7794, 1.4615], [0.1553, -1.2809, 0.4414], [-1.9057, -2.3641, -0.0773], [-2.8073, -1.0615, -0.4075], [-2.2863, -1.4953, 1.2444]],
  "forces_ev_per_a": [[-3.199, 0.135, -1.632], [0.740, -2.623, 2.110], [1.495, -0.210, -0.344], [-0.909, -1.417, -0.512], [1.696, 2.960, -3.080], [-0.078, -2.353, -2.991], [-0.423, 0.233, -0.043], [0.897, -0.447, 0.586], [0.337, -0.019, 0.174], [2.008, 2.662, 0.495], [-0.748, -0.734, 1.223], [-0.529, 0.667, 0.345], [0.428, 0.033, 0.163], [-0.243, 1.153, 0.378], [-1.470, -0.039, 3.126]]
}